P | The following is a DFT calculation (ωB97M-V/def2-TZVPD) of a structure of composition C4H4F2N2.

Calculated values
Highest occupied orbital energy: -8.9363 eV
HOMO-LUMO gap: 0.3299 hartree
Multiplicity: 1
Total charge: 0
Molar mass: 118.09 g/mol

Structure (XYZ):
```
12
Properties=species:S:1:pos:R:3:mulliken_charge:R:1
C -0.4536 0.1776 -0.3941 -0.63
C 0.8014 0.6489 0.0224 1.38
C 1.8933 -0.2369 -0.0514 -0.49
C 3.0327 -0.8060 0.3470 -0.36
H -2.7218 -1.1963 -0.5734 0.30
H -3.5982 0.3591 0.7795 0.31
H -0.4575 -0.5626 -1.3766 0.21
H 3.7398 -1.5575 0.1941 0.36
N -2.6043 -0.1123 0.0151 -0.58
N -1.4850 0.3608 0.3997 0.06
F 1.2759 1.8194 -0.6203 -0.29
F 0.5772 1.1058 1.2580 -0.25
```

=====

Q | The following is a DFT calculation (ωB97M-V/def2-TZVPD) of an isolated molecule of C4H4F2N2.

Calculated values
Highest occupied orbital energy: -9.1041 eV
HOMO-LUMO gap: 0.3658 hartree
Structure (SMILES): C#CC(F)(F)/C=N/N
Multiplicity: 1
Total charge: 0
Molar mass: 118.09 g/mol

Structure (XYZ):
```
12
Properties=species:S:1:pos:R:3:mulliken_charge:R:1
C 0.8455 -0.2125 -0.6475 -0.62
C -0.5542 -0.3553 0.0214 1.19
C -1.4737 0.7859 -0.1107 -0.59
C -2.4285 1.6307 0.0028 -0.17
H 3.0787 0.9880 -0.8808 0.23
H 3.4097 0.8874 0.8694 0.26
H 0.9762 -0.0755 -1.6454 0.45
H -3.0984 2.5671 0.2075 0.35
N 2.9332 0.5721 0.0092 -0.46
N 1.7461 0.1757 0.2563 -0.11
F -1.1171 -1.3438 -0.7506 -0.30
F -0.6002 -0.9556 1.1945 -0.24
```

=====

Which is the most stable structure? Q is the most stable.

=====

P | The following is a DFT calculation (ωB97M-V/def2-TZVPD) of an isolated molecule of C8H18O.

Calculated values
Highest occupied orbital energy: -8.8804 eV
HOMO-LUMO gap: 0.3600 hartree
Structure (SMILES): CC[C@@H](C)OC(C)(C)C
Multiplicity: 1
Total charge: 0
Molar mass: 130.23 g/mol

Structure (XYZ):
```
27
Properties=species:S:1:pos:R:3:mulliken_charge:R:1
C 0.9409 -0.7742 0.1428 1.35
C -0.9382 0.1261 -1.1587 0.14
C -1.6607 1.0901 0.2095 -0.60
C 1.0000 -1.9293 1.1243 -1.59
C 0.8902 0.8455 1.0929 -1.51
C 2.1916 -0.7064 -0.7165 -1.48
C -0.2146 1.0468 -2.1169 -1.48
C -2.4042 0.1118 1.1018 -1.07
O -0.2355 -0.9059 -0.5758 -0.40
H -1.8051 -0.3537 -1.6190 0.52
H -2.3591 1.6352 -0.4288 0.45
H -1.1877 1.8752 0.7840 0.41
H 2.3243 -1.6498 -1.2527 0.38
H 2.1469 0.0898 -1.4528 0.31
H 1.1292 -2.8773 0.6040 0.40
H 1.8347 -1.7977 1.8063 0.37
H 0.0818 -1.9828 1.7109 0.30
H 0.2871 0.7519 1.9905 0.33
H 0.8690 1.7999 0.5773 0.35
H 1.9387 0.7554 1.3658 0.54
H 3.0678 -0.5566 -0.0840 0.39
H 0.2500 0.4943 -2.9378 0.38
H 0.5587 1.6201 -1.6071 0.25
H -0.9363 1.7492 -2.5335 0.43
H -2.9537 -0.6255 0.5164 0.31
H -3.1086 0.6383 1.7483 0.38
H -1.7071 -0.4704 1.7092 0.12
```

=====

Q | The following is a DFT calculation (ωB97M-V/def2-TZVPD) of a cluster of 2 separate species, C8H18O in total.

Calculated values
Highest occupied orbital energy: -9.6905 eV
HOMO-LUMO gap: 0.3851 hartree
Structure (SMILES): CC(C)(C)C.CC(C)=O
Multiplicity: 1
Total charge: 0
Molar mass: 130.23 g/mol

Structure (XYZ):
```
27
Properties=species:S:1:pos:R:3:mulliken_charge:R:1
C 1.0498 0.3532 -1.0592 1.88
C 1.9284 -0.5768 -0.2501 -1.57
C 1.0080 1.7271 -0.4893 -1.53
C 1.3904 0.3200 -2.5339 -1.79
C -0.6690 -0.3603 -1.0260 -1.43
H 1.8562 -1.6034 -0.6057 0.33
H 1.6702 -0.5224 0.8040 0.27
H 2.9718 -0.2661 -0.3339 0.48
H 2.0081 2.1174 -0.2923 0.42
H 0.4486 2.4239 -1.1099 0.33
H 0.5496 1.6429 0.5285 0.31
H 0.7466 0.9856 -3.1089 0.39
H 2.4231 0.6488 -2.6806 0.44
H 1.2984 -0.6872 -2.9358 0.39
H -1.5363 -0.5652 -0.4139 0.34
H -1.1304 0.2636 -1.7893 0.38
H -0.4255 -1.3367 -1.4380 0.38
C -2.4706 0.4313 1.6703 -1.22
C -0.8871 -1.5521 2.0055 -1.12
C -1.0404 -0.0716 1.7263 0.90
O -0.1372 0.7183 2.0145 -0.64
H -3.1058 -0.2145 1.0607 0.35
H -2.4996 1.4412 1.2667 0.29
H -2.8659 0.4430 2.6856 0.43
H 0.1619 -1.8478 2.0013 0.25
H -1.4485 -2.1485 1.2983 0.32
H -1.2947 -1.7636 3.0051 0.43
```

=====

Which is the most stable structure? Q is the most stable.

=====

P | The following is a DFT calculation (ωB97M-V/def2-TZVPD) of a cluster of 2 separate species, C4H14N3O in total.

Calculated values
Highest occupied orbital energy: -12.6706 eV
HOMO-LUMO gap: 0.3641 hartree
Multiplicity: 1
Total charge: +1
Molar mass: 120.18 g/mol

Structure (XYZ):
```
22
Properties=species:S:1:pos:R:3:mulliken_charge:R:1
C 1.2419 1.8114 0.3226 -0.68
C -0.1264 1.9991 -0.3584 -0.44
C -0.6069 0.9521 -1.4071 -0.60
N -2.6667 -1.5901 -1.2248 -0.38
C -1.4325 -1.3377 -0.7465 -0.03
N -0.4960 -0.4325 -0.9682 -0.56
N 1.3600 0.3499 0.8116 -0.43
H 1.5979 2.4942 1.0644 0.40
H 2.0741 1.9072 -0.4509 0.32
H 0.0648 2.9768 -0.9001 0.31
H -0.8698 1.9327 0.4135 0.28
H 0.1097 1.0390 -2.3540 0.28
H -1.5755 1.1685 -1.8762 0.38
H -3.3213 -2.2255 -0.8726 0.22
H -2.9955 -1.1454 -2.2030 0.27
H -1.1250 -1.9358 -0.0185 0.42
H 0.8143 -0.3077 0.0604 0.42
H 0.8987 -0.0105 1.7301 0.39
H 2.3998 0.0025 0.9980 0.39
H 1.2850 -3.1130 2.1424 0.32
H 2.0438 -2.2769 3.3119 0.33
O 1.3256 -2.2585 2.5254 -0.63
```

=====

Q | The following is a DFT calculation (ωB97M-V/def2-TZVPD) of a cluster of 2 separate species, C4H14N3O in total.

Calculated values
Highest occupied orbital energy: -11.4516 eV
HOMO-LUMO gap: 0.3070 hartree
Multiplicity: 1
Total charge: +1
Molar mass: 120.18 g/mol

Structure (XYZ):
```
22
Properties=species:S:1:pos:R:3:mulliken_charge:R:1
C 0.6699 1.6087 -0.8873 -0.45
C 1.5961 0.4443 -0.6135 -0.98
C 0.9008 -0.5575 0.2836 0.64
C 0.3471 -1.6510 -0.2475 -0.57
N -0.4620 -2.5206 0.5215 -0.49
N 0.8138 -0.2602 1.6544 -0.61
N -0.6769 1.0605 -1.3230 -0.13
H 1.0542 2.2932 -1.6382 0.38
H 0.4377 2.1412 0.0180 0.28
H 1.8303 -0.0291 -1.5738 0.28
H 2.4815 0.7935 -0.1058 0.38
H 0.5465 -1.9392 -1.2555 0.41
H -0.6085 -3.4244 0.1177 0.25
H -0.0848 -2.6190 1.4379 0.25
H -0.0992 0.0102 2.0134 0.15
H 1.4990 0.4360 1.9304 0.30
H -1.0181 1.6621 -2.0504 0.41
H -0.6833 0.0897 -1.6469 0.29
H -1.3844 1.1180 -0.5591 0.29
H -2.2630 0.7579 2.0222 0.30
H -2.6767 -0.1178 0.8366 0.33
O -2.2198 0.7034 1.0653 -0.71
```

=====

Which is the most stable structure? Q is the most stable.

=====

P | The following is a DFT calculation (ωB97M-V/def2-TZVPD) of the ion C5H14N with charge +1.

Calculated values
Highest occupied orbital energy: -15.2654 eV
HOMO-LUMO gap: 0.4253 hartree
Structure (SMILES): CC[C@H](C)C[NH3+]
Multiplicity: 1
Total charge: +1
Molar mass: 88.17 g/mol

Structure (XYZ):
```
20
Properties=species:S:1:pos:R:3:mulliken_charge:R:1
C 0.6009 -1.0165 0.8942 -0.95
C -0.1938 0.0826 0.1746 0.62
C 0.6859 1.2683 -0.2313 -1.43
C -0.8654 -0.5607 -1.0292 -0.65
C -1.7545 0.3688 -1.8533 -1.30
N 1.3828 -0.4594 2.1068 -0.21
H 1.3583 -1.4503 0.2469 0.39
H -0.0461 -1.7587 1.3435 0.36
H -0.9316 0.4055 0.9216 0.22
H 0.0526 2.0119 -0.6900 0.34
H 1.2626 1.7080 0.5793 0.44
H 1.4295 0.9284 -0.9605 0.35
H -0.1632 -0.9830 -1.7286 0.40
H -1.5185 -1.3368 -0.6810 0.37
H -2.6728 0.6393 -1.3390 0.34
H -1.2912 1.3171 -2.1255 0.34
H -2.0173 -0.1368 -2.7820 0.37
H 2.1538 -1.0837 2.3439 0.37
H 1.7729 0.4598 1.9022 0.26
H 0.7551 -0.4038 2.9073 0.38
```

=====

Q | The following is a DFT calculation (ωB97M-V/def2-TZVPD) of a cluster of 2 separate species, C5H14N in total.

Calculated values
Highest occupied orbital energy: -14.8286 eV
HOMO-LUMO gap: 0.3338 hartree
Multiplicity: 1
Total charge: +1
Molar mass: 88.17 g/mol

Structure (XYZ):
```
20
Properties=species:S:1:pos:R:3:mulliken_charge:R:1
C 1.9260 1.1489 -1.0060 0.36
N 2.7376 0.2243 -0.5952 -0.12
H 0.8742 0.8608 -1.0780 -0.23
H 2.3892 2.0338 -1.3871 0.36
H 3.7162 0.4747 -0.5282 0.29
H 2.3491 -0.6498 -0.3017 0.30
C -0.8334 -0.5964 2.2113 -1.48
C -1.2473 0.0374 -1.5887 -1.47
C -1.4452 -0.5265 -0.1568 -0.13
C -0.3570 -0.1151 0.8381 0.23
H -1.7155 -0.0085 2.5322 0.37
H -0.1740 -0.3421 3.0841 0.39
H -1.0145 -1.6920 2.1700 0.32
H -2.0985 -0.1198 -2.2482 0.39
H -0.3417 -0.4141 -2.0129 0.35
H -1.1455 1.1211 -1.6148 0.37
H -1.6623 -1.6195 -0.1469 0.35
H -2.4191 -0.2064 0.2667 0.34
H 0.6483 -0.5918 0.6895 -0.34
H -0.1865 0.9808 0.8726 0.33
```

=====

R | The following is a DFT calculation (ωB97M-V/def2-TZVPD) of a cluster of 2 separate species, C5H14N in total.

Calculated values
Highest occupied orbital energy: -13.4736 eV
HOMO-LUMO gap: 0.3685 hartree
Multiplicity: 1
Total charge: +1
Molar mass: 88.17 g/mol

Structure (XYZ):
```
20
Properties=species:S:1:pos:R:3:mulliken_charge:R:1
C -0.1191 -2.4123 -0.9881 -0.83
N 0.8919 -1.3371 -0.7496 -0.16
H 0.2980 -3.1581 -1.6567 0.38
H -0.3756 -2.8671 -0.0396 0.35
H -1.0006 -1.9696 -1.4430 0.34
H 1.1624 -0.8854 -1.6229 0.41
H 1.7302 -1.7019 -0.2961 0.39
H 0.4967 -0.5830 -0.1381 0.08
C 0.3754 1.4475 0.5482 -0.22
C -0.8647 0.9616 0.6001 -0.02
C -1.5680 0.5436 1.8530 -1.17
C 1.0504 1.9425 -0.6962 -1.17
H 0.9373 1.5431 1.4735 0.29
H -1.4423 0.9254 -0.3262 0.38
H -2.4474 1.1614 2.0227 0.35
H -1.9243 -0.4857 1.7870 0.28
H -0.9065 0.6088 2.7163 0.31
H 0.4325 1.7761 -1.5805 0.31
H 2.0302 1.4770 -0.8409 0.32
H 1.2435 3.0131 -0.6231 0.37
```

=====

Which is the most stable structure? P is the most stable.